Entry from OMol25: a single C5H12N2S molecule (the ωB97M-V functional and the def2-TZVPD basis).

ORCA input file:
```
! wB97M-V def2-TZVPD RIJCOSX def2/J DEFGRID3
* xyz 0 1
C -1.33 -1.27 -1.00
C -0.37 -0.70 0.06
C 0.86 -1.56 0.22
C 0.03 0.73 -0.21
C -0.40 1.73 0.87
H -2.06 -0.54 -1.30
H -0.80 -1.57 -1.90
H -1.71 -2.22 -0.59
H -0.88 -0.70 1.04
H 1.38 -1.74 -0.71
H 0.53 -2.57 0.61
H 1.53 -1.03 0.88
H -0.02 2.70 0.54
H -1.49 1.67 0.94
H 1.10 1.30 2.22
H -0.30 1.84 2.87
H 2.06 1.16 -2.98
N 0.10 1.23 2.15
N 0.66 1.25 -1.20
S 1.13 0.30 -2.50
*
```

Calculated values
- energy above the lowest of the compared OMol25 structures with the same formula, charge and spin (kJ/mol) = 49.6
- HOMO level (hartree) = -0.31372
- E (eV) = -19194.201
- F_max (eV Å⁻¹) = 1.51
- SMILES = CC(C)/C(CN)=N\S
- molecular weight (u) = 132.2

Here are the natural (NBO) charges for atoms 1 to 8, given in e:
1. C -0.61
2. C -0.31
3. C -0.60
4. C 0.31
5. C -0.26
6. H 0.21
7. H 0.21
8. H 0.21